Record 1
Density functional theory data (ωB97M-V/def2-TZVPD) for a structure of composition C47H56Cl6FN4Si3TaTe.

Geometry as XYZ:
```
119
C47H56Cl6FN4Si3TaTe (ωB97M-V/def2-TZVPD)
Ta -0.72 0.63 -0.53
C -4.30 0.53 0.40
C -3.97 -0.77 -0.26
C -4.97 -1.74 -0.32
C -4.69 -2.97 -0.85
C -3.41 -3.21 -1.34
C -2.48 -2.19 -1.33
N -2.75 -0.99 -0.78
C -1.16 -2.43 -1.91
C -1.00 -3.32 -2.97
C 0.27 -3.54 -3.48
C 1.34 -2.92 -2.87
C 1.10 -2.06 -1.81
N -0.13 -1.77 -1.39
C 2.24 -1.45 -1.11
C 3.37 -2.23 -0.88
C 4.52 -1.61 -0.43
C 4.47 -0.25 -0.18
C 3.27 0.44 -0.31
C 3.25 1.90 0.02
N 2.16 -0.16 -0.77
H -5.01 1.08 -0.22
H -3.42 1.15 0.56
H -4.79 0.34 1.35
H -5.95 -1.50 0.07
H -5.45 -3.75 -0.88
H -3.14 -4.19 -1.71
H -1.86 -3.78 -3.43
H 0.41 -4.18 -4.35
H 2.35 -3.07 -3.22
H 3.35 -3.29 -1.07
H 5.44 -2.16 -0.30
H 5.36 0.29 0.12
H 4.15 2.18 0.57
H 2.38 2.16 0.62
H 3.24 2.49 -0.90
C -3.54 2.04 -2.39
Si -2.73 3.29 -1.24
C -1.77 4.49 -2.34
C -4.18 4.04 -0.28
N -1.52 2.53 -0.11
C -0.92 3.39 0.81
C -1.25 4.74 1.00
C -0.62 5.54 1.94
C 0.38 5.02 2.76
C 0.76 3.70 2.59
C 0.12 2.96 1.63
F 0.58 1.67 1.41
H -4.62 2.24 -2.41
H -3.42 0.99 -2.14
H -3.19 2.18 -3.41
H -2.49 5.13 -2.87
H -1.20 3.96 -3.10
H -1.09 5.15 -1.80
H -4.53 4.94 -0.80
H -3.96 4.33 0.75
H -5.02 3.35 -0.25
H -2.02 5.20 0.39
H -0.91 6.57 2.04
H 0.86 5.64 3.51
H 1.55 3.25 3.18
Cl -2.65 -0.79 -3.98
C -1.30 0.27 -4.02
C -0.68 0.72 -2.84
C 0.32 1.65 -3.05
Cl 1.00 2.29 -1.60
C 0.78 2.11 -4.27
Cl 2.04 3.27 -4.35
C 0.16 1.62 -5.41
Cl 0.67 2.15 -6.95
C -0.90 0.71 -5.29
Cl -1.71 0.17 -6.69
C 0.30 -4.39 5.59
Si 1.33 -3.82 4.13
C 0.45 -4.25 2.51
C 3.08 -4.52 4.09
C 1.50 -1.92 4.21
Te 2.44 -1.08 2.47
C 4.29 -0.56 3.43
Si 4.25 1.01 4.53
C 2.59 1.15 5.43
C 5.73 0.85 5.69
C 4.45 2.53 3.42
H 0.20 -5.48 5.58
H -0.71 -3.97 5.57
H 0.75 -4.12 6.54
H 0.42 -5.33 2.35
H 0.95 -3.80 1.65
H -0.59 -3.90 2.53
H 3.07 -5.60 4.00
H 3.63 -4.28 5.01
H 3.65 -4.12 3.25
H 2.10 -1.63 5.07
H 0.52 -1.46 4.31
H 5.02 -0.41 2.63
H 4.61 -1.43 4.01
H 2.52 0.46 6.27
H 1.75 0.95 4.76
H 2.46 2.16 5.84
H 5.61 0.02 6.38
H 5.87 1.75 6.28
H 6.64 0.68 5.12
H 3.67 2.61 2.66
H 5.41 2.53 2.91
H 4.41 3.44 4.03
Cl -5.67 -2.23 4.69
C -4.32 -1.80 3.71
C -3.83 -2.70 2.77
C -2.74 -2.34 1.99
C -2.12 -1.10 2.13
C -0.88 -0.76 1.37
C -2.64 -0.21 3.07
C -3.72 -0.55 3.86
H -4.28 -3.67 2.67
H -2.36 -3.05 1.26
H -0.21 -0.25 2.08
H -0.40 -1.69 1.06
H -2.17 0.76 3.21
H -4.10 0.14 4.60
```

Results
E_LUMO, eV: -7.113
Charge: +2
Spin multiplicity: 1
Maximum force, eV Å⁻¹: 3.065
Total energy, eV: -165927.8651
Kohn-Sham gap, eV: 4.4
HOMO, eV: -11.534



Record 2
Density functional theory data (ωB97M-V/def2-TZVPD) for a structure of composition C47H56NO4RhSi2Te.

Geometry as XYZ:
```
112
C47H56NO4RhSi2Te (ωB97M-V/def2-TZVPD)
Rh 1.14 0.41 -0.02
C -1.18 5.53 -1.30
C -1.87 4.23 -1.61
C -3.11 4.56 -2.41
O -1.05 3.40 -2.45
C -0.62 2.25 -1.72
C -1.76 2.10 -0.66
O -2.03 3.47 -0.43
C -1.46 1.41 0.72
O -0.08 1.56 1.05
C -2.04 -0.05 0.82
C -2.94 -0.63 -0.06
C -3.60 -1.79 0.39
C -3.54 -2.19 1.70
C -2.62 -1.55 2.59
C -1.92 -0.56 2.10
C -2.29 2.10 1.81
C -1.70 2.35 3.05
C -2.45 2.64 4.16
C -3.84 2.75 4.02
C -4.41 2.46 2.76
C -3.65 2.18 1.63
C -0.42 1.03 -2.53
O -0.18 -0.05 -1.60
C 0.89 1.31 -3.32
C 1.83 0.29 -3.45
C 3.10 0.56 -4.04
C 3.28 1.80 -4.59
C 2.32 2.80 -4.62
C 1.18 2.55 -3.91
C -1.50 0.60 -3.44
C -2.09 1.48 -4.35
C -3.06 1.06 -5.25
C -3.35 -0.28 -5.29
C -2.81 -1.16 -4.30
C -1.95 -0.71 -3.36
H -0.85 6.14 -2.17
H -0.24 5.38 -0.71
H -1.79 6.24 -0.70
H -2.78 4.87 -3.39
H -3.72 5.36 -1.96
H -3.71 3.65 -2.48
H 0.39 2.43 -1.28
H -2.59 1.66 -1.17
H -3.06 -0.37 -1.07
H -4.26 -2.36 -0.29
H -4.03 -3.08 2.03
H -2.55 -1.88 3.62
H -1.26 -0.06 2.73
H -0.55 2.39 3.17
H -1.99 2.97 5.11
H -4.50 2.90 4.89
H -5.49 2.51 2.63
H -4.12 2.05 0.67
H 1.75 -0.71 -3.03
H 3.78 -0.24 -4.03
H 4.25 2.11 -4.98
H 2.46 3.66 -5.17
H 0.38 3.32 -3.86
H -1.60 2.43 -4.56
H -3.47 1.68 -6.06
H -4.16 -0.69 -5.90
H -3.22 -2.15 -4.29
H -1.53 -1.39 -2.68
C 3.08 1.24 -0.69
C 3.72 1.19 0.64
C 3.63 2.27 1.60
C 4.25 2.14 2.87
C 5.00 0.97 3.22
C 5.04 -0.03 2.25
C 4.33 0.03 1.04
C 5.61 0.78 4.52
N 5.91 0.74 5.66
H 3.49 0.81 -1.64
H 2.76 2.25 -1.00
H 3.12 3.15 1.21
H 4.09 2.92 3.61
H 5.81 -0.91 2.37
H 4.22 -0.89 0.40
C -1.36 -5.37 -1.95
Si 0.33 -4.92 -1.16
C 0.98 -6.38 -0.20
C 1.51 -4.33 -2.53
C -0.06 -3.43 0.00
Te 1.75 -2.19 0.43
C 2.24 -2.92 2.44
Si 1.86 -1.91 3.98
C 0.35 -2.83 4.72
C 1.23 -0.19 3.59
C 3.35 -1.90 5.16
H -1.13 -6.18 -2.70
H -1.72 -4.57 -2.56
H -2.12 -5.74 -1.26
H 0.75 -7.31 -0.69
H 0.44 -6.35 0.73
H 2.08 -6.35 0.01
H 2.50 -4.15 -2.11
H 1.18 -3.45 -3.07
H 1.66 -5.16 -3.17
H -0.48 -3.68 0.96
H -0.60 -2.61 -0.44
H 3.24 -3.31 2.48
H 1.57 -3.80 2.47
H -0.04 -3.66 4.06
H -0.51 -2.28 4.94
H 0.70 -3.22 5.67
H 0.77 0.03 2.60
H 2.06 0.49 3.75
H 0.46 0.00 4.35
H 4.32 -2.13 4.72
H 3.36 -2.71 5.88
H 3.53 -0.91 5.68
```

Results
E_LUMO (alpha / beta), eV: 0.110 / -1.885
Spin multiplicity: 5
Maximum force, eV Å⁻¹: 4.388
Total energy, eV: -85379.3049
Kohn-Sham gap (alpha / beta), eV: 7.8 / 6.4
⟨S²⟩: 6.03
Energy relative to the best compared isomer or geometry (same formula, charge and spin), kcal per mole: 34.0
HOMO (alpha / beta), eV: -7.662 / -8.291



Record 3
Density functional theory data (ωB97M-V/def2-TZVPD) for a structure of composition C47H57BCl4N10O2S5Sr.

Geometry as XYZ:
```
127
C47H57BCl4N10O2S5Sr (ωB97M-V/def2-TZVPD)
Sr 0.04 -0.21 0.27
C -4.04 3.61 1.69
C -2.71 3.38 2.41
C -2.66 4.29 3.65
C -2.58 1.93 2.87
N -1.63 3.73 1.49
C -0.75 4.78 1.64
C 0.04 4.81 0.54
N -0.33 3.79 -0.29
B 0.35 3.65 -1.67
N -0.65 3.07 -2.68
C -1.67 3.86 -3.12
C -2.42 3.16 -3.99
N -1.86 1.90 -4.11
C -0.78 1.86 -3.27
S 0.26 0.56 -3.04
C -2.49 0.92 -4.99
C -2.54 1.53 -6.40
C -3.90 0.64 -4.45
C -1.74 -0.41 -5.07
N 1.67 2.85 -1.66
C 2.41 2.78 -2.80
C 3.54 2.11 -2.53
N 3.53 1.78 -1.20
C 2.35 2.22 -0.68
S 1.79 2.09 0.90
C 4.64 1.00 -0.62
C 5.95 1.65 -1.07
C 4.61 1.00 0.90
C 4.50 -0.43 -1.13
C -1.34 3.12 0.30
S -2.17 1.80 -0.35
H -4.87 3.36 2.35
H -4.10 2.98 0.81
H -4.14 4.65 1.39
H -3.47 4.01 4.31
H -2.79 5.34 3.39
H -1.72 4.16 4.19
H -3.28 1.74 3.67
H -1.57 1.73 3.22
H -2.79 1.25 2.05
H -0.74 5.42 2.49
H 0.84 5.47 0.29
H 0.62 4.76 -2.03
H -1.79 4.87 -2.77
H -3.29 3.45 -4.53
H -3.20 2.39 -6.45
H -2.90 0.79 -7.11
H -1.54 1.84 -6.70
H -4.52 1.53 -4.48
H -3.83 0.31 -3.41
H -4.38 -0.13 -5.04
H -0.73 -0.27 -5.46
H -2.28 -1.08 -5.73
H -1.66 -0.88 -4.09
H 2.06 3.21 -3.72
H 4.34 1.83 -3.19
H 5.94 2.72 -0.87
H 6.15 1.51 -2.13
H 6.78 1.22 -0.52
H 4.58 2.01 1.30
H 5.50 0.50 1.28
H 3.74 0.45 1.25
H 4.46 -0.46 -2.22
H 3.59 -0.88 -0.75
H 5.35 -1.03 -0.80
Cl -0.84 -2.95 -1.70
C 0.07 -4.11 -0.74
Cl -0.01 -3.67 0.97
H 1.11 -4.07 -1.08
H -0.38 -5.09 -0.88
S -3.91 -2.25 3.09
C -2.40 -1.76 2.40
N -2.39 -1.52 1.15
C -3.63 -1.69 0.59
C -3.96 -1.50 -0.75
C -5.27 -1.71 -1.14
C -6.24 -2.12 -0.22
C -5.93 -2.33 1.11
C -4.62 -2.11 1.51
H -1.53 -1.66 3.03
H -3.19 -1.20 -1.44
H -5.55 -1.55 -2.17
H -7.25 -2.28 -0.56
H -6.67 -2.65 1.82
C 1.22 -4.92 -4.92
N 1.50 -3.55 -5.23
C 1.23 -2.89 -6.41
C 1.54 -1.59 -6.23
N 2.00 -1.44 -4.95
C 1.97 -2.65 -4.32
S 2.52 -2.99 -2.80
H 1.49 -5.56 -5.75
H 0.16 -5.05 -4.68
H 1.81 -5.17 -4.04
H 0.86 -3.41 -7.27
H 1.51 -0.77 -6.92
H 2.10 -0.57 -4.45
Cl 0.43 -3.70 4.47
C -0.08 -2.43 5.54
C -1.44 -2.23 5.72
C -1.90 -1.22 6.53
C -1.00 -0.39 7.17
C 0.35 -0.60 7.01
Cl 1.47 0.45 7.83
C 0.87 -1.64 6.20
N 2.22 -1.86 6.19
C 3.00 -2.44 5.16
C 3.76 -3.56 5.48
C 4.58 -4.15 4.54
C 4.63 -3.62 3.26
C 3.89 -2.50 2.95
C 3.07 -1.88 3.88
C 2.34 -0.63 3.53
C 1.42 -0.76 2.32
O 0.22 -0.45 2.48
O 1.88 -1.11 1.22
H -2.13 -2.90 5.23
H -2.96 -1.07 6.67
H -1.33 0.42 7.81
H 2.73 -1.27 6.83
H 3.70 -3.95 6.49
H 5.16 -5.02 4.80
H 5.27 -4.07 2.51
H 3.95 -2.08 1.95
H 3.07 0.15 3.27
H 1.74 -0.26 4.36
```

Results
E_LUMO, eV: 0.493
Spin multiplicity: 1
Maximum force, eV Å⁻¹: 3.833
Total energy, eV: -174448.5091
Kohn-Sham gap, eV: 7.5
Energy relative to the best compared isomer or geometry (same formula, charge and spin), kcal per mole: 15.9
HOMO, eV: -7.024



Record 4
Density functional theory data (ωB97M-V/def2-TZVPD) for a structure of composition C47H57Br2N6O5PtSi.

Geometry as XYZ:
```
119
C47H57Br2N6O5PtSi (ωB97M-V/def2-TZVPD)
Pt 0.42 1.24 0.06
C 0.77 -0.65 -3.86
C -0.18 0.50 -3.90
C -1.18 0.53 -4.87
C -2.02 1.62 -5.00
C -1.86 2.71 -4.16
C -0.88 2.72 -3.17
C -0.71 3.95 -2.33
C -0.07 1.59 -3.01
N 0.86 1.51 -1.93
C 2.20 1.51 -2.18
O 2.74 1.62 -3.26
C 3.04 1.25 -0.94
C 4.42 1.14 -0.88
C 5.00 0.85 0.35
C 4.23 0.66 1.49
C 2.86 0.78 1.38
N 2.37 1.08 0.18
C 1.82 0.63 2.49
O 2.21 0.39 3.62
N 0.55 0.87 2.09
C -0.39 1.38 3.04
C -0.09 2.60 3.69
C 1.28 3.22 3.68
C -1.09 3.22 4.43
C -2.35 2.66 4.55
C -2.61 1.43 3.97
C -1.63 0.78 3.22
C -1.96 -0.57 2.63
H 0.36 -1.50 -4.41
H 0.98 -0.96 -2.84
H 1.72 -0.37 -4.31
H -1.27 -0.31 -5.55
H -2.78 1.63 -5.77
H -2.48 3.58 -4.29
H -1.33 4.75 -2.71
H 0.33 4.28 -2.34
H -0.99 3.77 -1.29
H 5.00 1.27 -1.78
H 6.07 0.76 0.42
H 4.66 0.42 2.46
H 1.82 3.07 2.74
H 1.90 2.78 4.47
H 1.22 4.29 3.86
H -0.86 4.16 4.92
H -3.11 3.16 5.13
H -3.58 0.97 4.08
H -3.03 -0.67 2.47
H -1.65 -1.36 3.32
H -1.44 -0.74 1.69
Br -1.61 7.02 3.70
C -0.37 6.77 2.31
C 0.33 7.85 1.79
N 1.24 7.72 0.83
C 1.48 6.51 0.35
C 0.82 5.37 0.80
C -0.13 5.50 1.81
C 1.18 4.06 0.20
O 2.15 3.88 -0.50
O 0.28 3.13 0.53
H 0.15 8.85 2.17
H 2.22 6.42 -0.43
H -0.65 4.64 2.22
N -6.48 1.34 -1.58
C -5.91 1.30 -0.35
O -6.52 1.24 0.69
C -4.40 1.35 -0.33
C -3.62 0.52 -1.14
C -2.25 0.55 -1.00
N -1.65 1.36 -0.12
C -2.39 2.17 0.65
C -3.77 2.18 0.58
H -7.48 1.30 -1.64
H -5.94 1.47 -2.41
H -4.07 -0.15 -1.85
H -1.62 -0.07 -1.61
H -1.85 2.80 1.35
H -4.34 2.81 1.24
C -1.38 -3.44 -2.06
C -0.11 -4.26 -1.83
C -0.49 -5.75 -1.69
C 0.75 -4.12 -3.09
Si 0.83 -3.73 -0.26
Br 0.67 -1.35 -0.20
C 2.73 -3.95 -0.31
C 3.38 -3.62 1.04
C 3.42 -3.06 -1.36
C 3.03 -5.43 -0.63
C -0.01 -4.18 1.40
C -1.54 -4.13 1.25
C 0.40 -5.61 1.79
C 0.37 -3.24 2.56
H -1.92 -3.86 -2.91
H -1.14 -2.40 -2.31
H -2.06 -3.43 -1.20
H -0.95 -6.07 -2.63
H -1.21 -5.92 -0.90
H 0.38 -6.39 -1.52
H 0.14 -4.37 -3.96
H 1.61 -4.79 -3.10
H 1.11 -3.10 -3.24
H 3.14 -2.61 1.38
H 4.46 -3.69 0.93
H 3.09 -4.32 1.83
H 3.29 -2.00 -1.14
H 3.07 -3.24 -2.37
H 4.49 -3.27 -1.34
H 2.59 -6.12 0.10
H 4.11 -5.58 -0.59
H 2.70 -5.73 -1.62
H -1.92 -4.88 0.55
H -1.89 -3.15 0.93
H -1.99 -4.34 2.22
H 0.16 -6.35 1.03
H -0.16 -5.89 2.70
H 1.46 -5.68 2.03
H 0.16 -2.19 2.35
H 1.41 -3.32 2.85
H -0.23 -3.52 3.43
```

Results
E_LUMO, eV: -4.716
Charge: +1
Spin multiplicity: 1
Maximum force, eV Å⁻¹: 0.655
Total energy, eV: -220050.6828
Kohn-Sham gap, eV: 6.2
Energy relative to the best compared isomer or geometry (same formula, charge and spin), kcal per mole: 5.8
HOMO, eV: -10.955



- What is the formula in the third record?
  C47H57BCl4N10O2S5Sr